# 1
One molecule with the formula CH2N4O in a non-equilibrium geometry. Source: the Open Molecules 2025 dataset; level of theory: the ωB97M-V functional and the def2-TZVPD basis.

Calculated values
* SMILES: O=c1[nH]nn[nH]1
* lowest unoccupied orbital energy: 0.032 Eh
* ΔE to the lowest compared entry with this formula, charge and spin: 0.0 kJ/mol
* gap between HOMO and LUMO: 10.812 eV
* electronic energy: -9076.2981 eV
* highest occupied orbital energy: -9.953 eV
* net charge: 0

Last column: natural (NBO) charge in e.
CARTESIAN COORDINATES (ANGSTROEM)
O -1.840 -0.735 -0.312  -0.615
C -0.725 -0.282 -0.130  0.706
N -0.181 0.282 0.999  -0.452
N 1.126 0.654 0.841  -0.023
N 1.444 0.378 -0.363  -0.024
N 0.357 -0.138 -0.999  -0.450
H -0.619 0.325 1.916  0.428
H 0.438 -0.484 -1.952  0.430


# 2
C72H69N2P2Pd as an isolated structure in a non-equilibrium geometry. Source: the Open Molecules 2025 dataset; level of theory: the ωB97M-V functional and the def2-TZVPD basis.

Calculated values
* lowest unoccupied orbital energy: -0.147 Eh
* ΔE to the lowest compared entry with this formula, charge and spin: 117.1 kJ/mol
* gap between HOMO and LUMO: 5.111 eV
* electronic energy: -100816.6958 eV
* highest occupied orbital energy: -9.118 eV
* net charge: +1

Last column: Mulliken charge in e.
CARTESIAN COORDINATES (ANGSTROEM)
C -6.472 0.574 1.931  -1.561
C -5.075 0.821 1.453  0.732
C -4.529 2.102 1.528  -0.718
C -3.221 2.364 1.113  1.131
C -2.682 3.746 1.295  -2.042
C -2.448 1.302 0.617  -0.771
N -1.102 1.529 0.207  1.012
C -0.014 1.008 0.800  -0.604
N 1.081 1.483 0.195  0.921
C 2.407 1.195 0.610  -0.569
C 2.790 -0.152 0.743  1.795
C 1.837 -1.254 0.418  -0.883
C 4.088 -0.446 1.166  -1.222
C 4.997 0.571 1.452  0.584
C 6.379 0.203 1.885  -1.530
C 4.600 1.904 1.323  -1.169
C 3.310 2.232 0.896  0.978
C 2.915 3.668 0.808  -1.562
C 0.745 2.091 -1.116  -0.511
C -0.757 2.051 -1.137  -0.680
C -2.983 0.006 0.535  0.904
C -2.147 -1.133 0.057  -1.282
C -4.299 -0.221 0.948  -0.772
H -6.735 -0.475 1.768  0.382
H -6.565 0.799 3.002  0.323
H -7.188 1.210 1.395  0.383
H -5.136 2.915 1.934  0.407
H -1.627 3.819 1.018  0.221
H -3.253 4.467 0.693  0.416
H -2.779 4.065 2.344  0.389
H 2.332 -2.228 0.542  0.355
H 0.962 -1.223 1.085  -0.295
H 1.463 -1.203 -0.618  0.322
H 4.398 -1.488 1.264  0.439
H 6.962 1.103 2.092  0.373
H 6.347 -0.418 2.789  0.306
H 6.887 -0.379 1.106  0.333
H 5.314 2.696 1.557  0.315
H 3.718 4.279 1.235  0.414
H 2.775 4.003 -0.227  0.293
H 1.998 3.887 1.371  0.233
H 1.145 3.102 -1.170  0.228
H 1.171 1.482 -1.925  0.331
H -1.115 1.348 -1.900  0.173
H -1.221 3.027 -1.288  0.417
H -2.763 -2.041 0.018  0.490
H -1.735 -0.959 -0.949  0.257
H -1.311 -1.333 0.745  0.063
H -4.722 -1.225 0.885  0.304
C -3.548 -8.169 4.331  -0.536
C -3.716 -7.281 5.401  -0.780
C -3.283 -5.961 5.300  -0.012
C -2.652 -5.503 4.131  -0.624
C -2.057 -4.154 4.120  0.936
C -1.125 -3.752 3.133  -0.246
C -0.407 -2.523 3.190  -1.344
C -0.960 -1.233 3.501  2.370
C -0.112 -0.101 3.487  -0.348
C -0.594 1.151 3.806  -0.553
C -1.919 1.317 4.232  -0.766
C -2.786 0.220 4.210  -0.724
C -2.333 -1.023 3.780  -0.246
Pd -0.043 -3.995 5.125  -0.485
P 1.353 -5.777 4.857  2.324
C 1.212 -6.432 3.166  0.596
C 0.561 -7.644 2.886  -0.525
C 0.334 -8.028 1.564  -0.605
C 0.757 -7.220 0.507  -0.705
C 1.446 -6.036 0.779  -0.544
C 1.696 -5.653 2.097  -0.916
C 3.129 -5.462 5.078  0.555
C 4.091 -6.350 4.571  -0.490
C 5.451 -6.065 4.731  -0.818
C 5.859 -4.888 5.367  -0.722
C 4.901 -4.006 5.870  -0.647
C 3.545 -4.300 5.749  0.205
C 0.842 -7.137 5.944  0.386
C 1.599 -8.312 6.071  -0.002
C 1.158 -9.329 6.921  -0.735
C -0.027 -9.191 7.650  -0.939
C -0.789 -8.031 7.508  -0.130
C -0.362 -7.020 6.655  -0.761
P 0.119 -2.903 7.170  1.933
C -1.547 -2.930 7.896  0.903
C -1.862 -3.597 9.092  -0.791
C -3.185 -3.634 9.540  -0.647
C -4.200 -3.008 8.814  -0.942
C -3.895 -2.350 7.620  -0.492
C -2.577 -2.302 7.172  -0.624
C 1.233 -3.550 8.455  0.636
C 2.257 -2.791 9.056  -0.622
C 3.092 -3.378 10.009  -0.652
C 2.930 -4.714 10.383  -0.855
C 1.927 -5.475 9.779  -0.828
C 1.083 -4.890 8.842  -0.273
C 0.517 -1.134 7.022  0.391
C -0.262 -0.128 7.624  -0.442
C 0.144 1.204 7.564  -0.714
C 1.356 1.550 6.964  -0.741
C 2.140 0.557 6.376  -0.749
C 1.711 -0.771 6.376  -0.087
C -2.556 -6.376 3.028  -0.014
C -2.961 -7.707 3.147  -0.851
H -3.878 -9.207 4.419  0.410
H -4.181 -7.616 6.328  0.476
H -3.390 -5.263 6.134  0.306
H -2.547 -3.396 4.732  0.080
H -0.912 -4.409 2.297  0.140
H 0.599 -2.537 2.768  0.313
H 0.938 -0.227 3.214  0.125
H 0.067 2.012 3.697  0.304
H -2.272 2.306 4.529  0.483
H -3.838 0.351 4.490  0.490
H -3.033 -1.837 3.583  0.435
H 0.233 -8.294 3.701  0.252
H -0.178 -8.967 1.359  0.458
H 0.562 -7.522 -0.525  0.389
H 1.805 -5.413 -0.040  0.452
H 2.277 -4.749 2.299  0.554
H 3.785 -7.263 4.053  0.322
H 6.192 -6.766 4.357  0.434
H 6.922 -4.658 5.468  0.408
H 5.206 -3.082 6.361  0.527
H 2.795 -3.632 6.180  -0.449
H 2.521 -8.431 5.495  0.269
H 1.742 -10.243 7.008  0.445
H -0.364 -9.981 8.323  0.420
H -1.724 -7.906 8.052  0.503
H -0.972 -6.117 6.537  -0.091
H -1.081 -4.077 9.686  0.417
H -3.418 -4.155 10.467  0.432
H -5.232 -3.034 9.173  0.364
H -4.678 -1.866 7.034  0.505
H -2.338 -1.773 6.243  0.515
H 2.397 -1.743 8.787  0.341
H 3.883 -2.787 10.469  0.429
H 3.576 -5.165 11.140  0.400
H 1.787 -6.524 10.043  0.487
H 0.282 -5.492 8.409  0.194
H -1.171 -0.376 8.177  0.384
H -0.484 1.978 8.003  0.446
H 1.686 2.591 6.948  0.397
H 3.089 0.816 5.905  0.485
H 2.318 -1.532 5.878  0.183
H -2.140 -6.012 2.091  0.399
H -2.816 -8.384 2.305  0.407


# 3
C26H29BrN6O4Ti as an isolated structure in a non-equilibrium geometry. Source: the Open Molecules 2025 dataset; level of theory: the ωB97M-V functional and the def2-TZVPD basis.

Calculated values
* lowest unoccupied orbital energy: -0.271 Eh
* ΔE to the lowest compared entry with this formula, charge and spin: 85.9 kJ/mol
* gap between HOMO and LUMO: 5.702 eV
* electronic energy: -137709.5107 eV
* highest occupied orbital energy: -13.067 eV
* net charge: +2

Last column: natural (NBO) charge in e.
CARTESIAN COORDINATES (ANGSTROEM)
Ti 0.245 0.113 -0.106  1.745
Br -2.481 3.624 -6.960  0.118
C -0.648 3.522 -6.551  -0.073
C 0.236 2.994 -7.481  -0.228
C 1.583 2.929 -7.166  -0.197
C 2.030 3.337 -5.913  0.077
C 1.145 3.907 -5.001  -0.242
C -0.196 4.005 -5.327  -0.221
N 3.446 3.190 -5.733  -0.070
N 3.977 2.957 -4.645  -0.123
C 3.239 2.634 -3.461  0.110
C 3.430 3.381 -2.325  -0.206
C 2.805 3.050 -1.103  -0.161
C 2.048 1.917 -1.040  0.229
O 1.349 1.487 0.068  -0.592
C 1.893 1.095 -2.169  0.119
N 1.128 -0.031 -1.991  -0.524
C 0.850 -0.789 -3.047  0.106
C 1.407 -0.541 -4.301  -0.259
C 2.231 0.550 -4.474  -0.050
C 2.470 1.432 -3.402  -0.036
H -0.120 2.666 -8.448  0.248
H 2.304 2.561 -7.884  0.246
H 1.489 4.326 -4.066  0.229
H -0.892 4.471 -4.643  0.239
H 4.049 4.267 -2.382  0.259
H 2.925 3.683 -0.234  0.257
H 0.186 -1.629 -2.875  0.234
H 1.183 -1.208 -5.120  0.259
H 2.690 0.733 -5.437  0.255
C -3.414 -1.692 0.619  -0.648
C -2.604 -1.245 -0.574  0.192
C -3.292 -1.448 -1.902  -0.640
O -1.263 -1.887 -0.573  -0.742
C -1.955 0.125 -0.417  0.756
O -1.369 0.632 -1.397  -0.556
O -1.476 0.448 0.743  -0.599
H -3.628 -2.759 0.538  0.237
H -4.370 -1.170 0.635  0.257
H -2.896 -1.498 1.556  0.237
H -3.451 -2.514 -2.068  0.239
H -2.708 -1.041 -2.724  0.238
H -4.269 -0.964 -1.894  0.251
H -1.352 -2.821 -0.332  0.520
C 5.090 -2.477 0.498  -0.427
C 4.170 -2.632 -0.693  -0.213
N 2.840 -2.119 -0.345  -0.569
C 2.409 -1.834 0.894  0.680
N 1.225 -1.183 1.013  -0.678
C 0.676 -1.012 2.384  -0.229
C 1.796 -0.769 3.374  -0.427
C 2.733 -1.951 3.325  -0.206
N 3.133 -2.220 1.939  -0.375
C 4.370 -2.989 1.729  -0.213
H 5.354 -1.427 0.643  0.222
H 6.011 -3.034 0.337  0.258
H 4.083 -3.680 -0.982  0.214
H 4.535 -2.071 -1.553  0.225
H 2.235 -1.839 -1.097  0.411
H 0.096 -1.901 2.646  0.217
H -0.013 -0.163 2.401  0.237
H 1.392 -0.655 4.378  0.257
H 2.325 0.151 3.117  0.225
H 2.256 -2.844 3.737  0.215
H 3.640 -1.766 3.899  0.233
H 4.125 -4.051 1.633  0.217
H 4.977 -2.869 2.623  0.237